Molecular formula: C7H28N14O7
Method: DFT, the ωB97M-V functional and the def2-TZVPD basis

Values from the calculation:
- Orbital gap (alpha / beta): 2.09 / 9.19 eV
- <S²>: 0.750
- Energy: -1576.9260 hartree
- Spin multiplicity: 2
- Net charge: -1
- Largest force on an atom: 7.8 eV Å⁻¹

Geometry as XYZ:
```
56
C7H28N14O7 the ωB97M-V functional and the def2-TZVPD basis
O -2.63 1.60 3.57
O 1.22 -0.59 -1.26
O -0.02 -6.26 0.03
O 5.65 -2.03 -1.73
O 0.58 -0.72 4.83
O -3.29 1.16 -0.99
O 2.49 4.27 0.02
N 1.24 -6.62 -1.74
N -0.04 -1.40 2.87
N -1.57 2.60 1.80
N -0.72 -0.66 -0.18
N -1.63 3.68 3.54
N 4.35 -1.16 -0.19
N 2.07 3.15 -1.87
N 3.38 4.95 -1.90
N -1.50 -0.93 4.42
N 3.44 -2.45 -1.62
N 0.85 -4.60 -1.20
N -4.73 1.65 -2.53
N -0.48 0.87 -1.74
N -5.58 1.36 -0.52
C -4.51 1.38 -1.29
C 0.58 -5.84 -0.95
C 0.10 -0.05 -1.02
C 4.59 -1.97 -1.21
C -0.31 -0.99 4.07
C 2.66 4.17 -1.19
C -2.04 2.55 3.01
H -1.85 -0.59 5.31
H -1.47 1.04 -1.62
H -6.42 1.49 -1.06
H -1.87 1.81 1.25
H 0.04 1.12 -2.57
H -1.22 3.51 1.52
H 1.77 -6.17 -2.48
H -1.85 3.78 4.52
H -0.81 -1.54 2.23
H 0.56 -3.92 -0.51
H 2.33 3.01 -2.83
H 1.62 2.36 -1.43
H -1.69 -0.38 -0.13
H -1.02 4.27 2.98
H 5.14 -0.54 -0.08
H -0.27 -1.41 0.31
H 1.19 -4.25 -2.08
H 3.36 -3.10 -2.39
H 2.69 -1.90 -1.22
H -5.58 1.23 0.48
H -5.55 2.17 -2.80
H 3.42 -0.92 0.12
H 3.70 5.69 -1.29
H 3.78 4.74 -2.81
H 1.09 -7.62 -1.64
H 0.91 -1.44 2.55
H -3.95 1.79 -3.16
H -2.18 -1.34 3.79
```